# 1
Here is a single C17H23N3O3S molecule at a distorted geometry from OMol25. Energies are from ωB97M-V/def2-TZVPD.

Its structure (SMILES) is CCN(CC)c1ccc(N)cc1S(=O)(=O)Nc1ccc(OC)cc1. Its LUMO energy is 0.567 eV. The relative energy (zero: lowest compared OMol25 entry of this formula, charge and spin) is 72.7 kcal/mol. The highest occupied orbital energy is -7.2763 eV.

CARTESIAN COORDINATES (ANGSTROEM)
S -0.919 -1.795 1.036
O -1.611 -2.306 2.186
O 4.850 0.191 -1.455
O -1.294 -2.293 -0.253
N -2.648 0.152 -0.602
N 0.686 -2.222 1.307
N 1.266 2.554 2.585
C 4.076 -0.984 0.545
C -1.643 0.737 0.127
C -3.634 -0.675 0.061
C -2.956 0.640 -1.929
C 3.015 -1.574 1.213
C 3.883 -0.428 -0.712
C 2.614 -0.490 -1.291
C -1.321 2.100 0.006
C 0.361 1.946 1.732
C 0.079 0.588 1.837
C 1.752 -1.633 0.638
C 6.160 0.229 -0.946
C -4.956 0.066 0.284
C 1.563 -1.086 -0.631
C -0.338 2.683 0.772
C -0.870 -0.005 1.027
C -3.265 -0.513 -2.882
H 3.177 -2.002 2.193
H 1.656 3.422 2.253
H -5.456 0.279 -0.657
H -0.118 3.734 0.652
H -3.234 -0.979 1.028
H -2.070 1.162 -2.297
H 6.215 0.798 -0.012
H -1.870 2.712 -0.693
H -4.254 -0.926 -2.700
H 5.042 -0.965 1.024
H -3.803 -1.584 -0.520
H 6.559 -0.777 -0.782
H 0.861 -2.540 2.247
H -2.529 -1.301 -2.745
H 1.943 1.939 3.006
H -3.794 1.353 -1.922
H -5.616 -0.550 0.889
H 0.590 -1.150 -1.089
H 2.479 -0.063 -2.272
H 6.757 0.732 -1.706
H -4.779 1.003 0.808
H 0.619 -0.016 2.549
H -3.225 -0.162 -3.910



# 2
Here is a molecular structure, C19H44AlF5N5O6S at a distorted geometry from OMol25. Energies are from ωB97M-V/def2-TZVPD.

Its LUMO energy is 2.402 eV. Its total charge is -1. The highest occupied orbital energy is -6.0505 eV.

CARTESIAN COORDINATES (ANGSTROEM)
S -5.259 1.309 0.138
Al -2.958 1.122 0.249
F -5.177 -1.656 1.193
F -7.271 -1.316 0.287
F -5.388 0.684 2.754
F -7.403 1.172 1.772
F -7.098 -1.620 2.505
O 5.204 1.959 5.361
O -2.770 -1.130 -4.617
O -4.874 -1.442 -8.628
O -5.621 2.788 0.238
O -5.763 0.823 -1.198
O 9.461 0.764 6.374
N 0.444 -0.787 2.292
N 2.691 -0.152 3.003
N 6.748 -0.604 5.572
N 1.377 1.637 2.167
N -3.851 0.768 -6.877
C 8.776 -0.249 7.102
C 5.732 -0.123 6.505
C -1.686 -1.430 -0.962
C 8.693 1.930 6.116
C -6.164 0.504 1.597
C 1.520 0.190 2.516
C 4.666 0.706 5.784
C 5.334 2.061 3.950
C 0.038 -0.772 0.839
C -2.133 0.084 -1.312
C -4.340 -0.203 -9.092
C -3.264 0.315 -8.135
C 7.925 -1.180 6.226
C -6.443 -1.057 1.390
C -2.024 -0.150 -5.325
C -3.402 -2.099 -5.436
C -2.864 1.034 -5.826
C -1.254 -1.657 0.558
C -6.218 -1.339 -8.182
H -6.591 -2.348 -8.001
H -2.759 0.134 -2.275
H 9.381 2.776 6.042
H -3.420 1.433 -4.972
H 5.254 -0.980 6.991
H -0.416 -0.540 2.802
H -5.118 0.548 -9.262
H -3.867 -0.409 -10.058
H -2.195 1.832 -6.164
H -0.918 -2.754 0.664
H 4.393 1.816 3.449
H -2.393 2.627 0.129
H -0.741 -1.623 -1.591
H 0.350 1.794 2.210
H 8.567 -1.566 5.427
H -1.424 -0.611 -6.118
H -4.415 -1.779 -5.687
H -3.490 -3.022 -4.856
H -2.441 0.616 1.691
H -2.094 -1.515 1.304
H -2.832 -2.316 -6.343
H -1.305 0.251 -4.603
H -6.850 -0.867 -8.940
H 8.185 1.843 5.154
H -4.491 0.059 -6.535
H -6.279 -0.780 -7.244
H -2.548 -0.498 -7.973
H 7.611 -2.044 6.821
H 3.868 0.933 6.498
H 5.595 3.093 3.708
H 7.056 0.167 4.991
H 4.214 0.145 4.958
H 1.590 1.663 1.157
H -1.157 0.637 -1.575
H -0.197 0.319 0.587
H 6.134 1.412 3.582
H -2.444 -2.206 -1.327
H 8.212 0.181 7.936
H 6.172 0.512 7.282
H 7.973 2.141 6.911
H 0.932 -1.070 0.195
H 2.693 -1.173 3.184
H -2.735 1.150 -8.607
H 9.559 -0.864 7.557



# 3
Here is a molecular structure, C36H47BeN5P2 at a distorted geometry from OMol25. Energies are from ωB97M-V/def2-TZVPD.

Its LUMO energy is -0.420 eV. The relative energy (zero: lowest compared OMol25 entry of this formula, charge and spin) is 0.0 kcal/mol. The highest occupied orbital energy is -7.7472 eV.

CARTESIAN COORDINATES (ANGSTROEM)
P 1.692 -4.311 -2.893
P -0.012 -2.467 -5.411
N 0.827 -5.905 -2.857
N 0.973 0.504 1.016
N 0.993 -2.062 -6.875
N 3.182 -5.188 -2.460
N -1.476 -2.713 -6.364
C 0.270 -8.064 -3.313
C 0.878 -4.567 2.992
C -2.171 -1.673 -6.999
C 4.438 -4.754 -2.921
C 2.799 -1.350 -8.044
C 5.420 -5.605 -2.429
C -2.716 0.452 -0.627
C 3.402 -6.285 -1.624
C -3.089 -0.534 -1.541
C -1.358 0.623 -0.366
C 1.257 -7.095 -3.458
C 0.539 -4.212 -5.361
C 0.300 -0.272 2.032
C 1.103 -2.867 -8.023
C 4.760 -6.590 -1.618
C 0.961 0.182 -4.068
C -2.833 -3.645 -7.927
C 1.937 -4.316 -4.717
C -0.488 -6.112 -2.414
C 2.163 1.157 1.508
C -0.071 -3.733 2.564
C -0.370 -0.166 -0.989
C -3.012 -2.222 -7.960
C 2.048 -1.151 -6.892
C -1.900 -3.915 -6.941
C 2.858 -3.823 0.718
C 1.697 -3.573 0.097
C -0.844 -7.434 -2.661
C -0.733 -0.935 -2.128
C 1.824 -5.484 2.284
C 2.209 -2.443 -8.760
C -0.618 -3.511 1.172
C 1.021 -0.034 -0.356
C 3.118 -4.785 1.811
C -2.100 -1.212 -2.292
C 0.300 -4.114 0.101
Be 0.026 -1.213 -3.775
H 3.746 -3.285 0.360
H 0.596 -4.676 -6.357
H 0.246 -5.210 0.130
H -0.220 -4.759 -4.779
H -0.749 -2.434 0.964
H 1.014 -4.601 4.081
H -4.147 -0.757 -1.692
H 2.124 -6.255 3.011
H 4.486 -3.904 -3.587
H -1.030 -5.303 -1.938
H 1.560 -1.001 -0.365
H 6.480 -5.517 -2.618
H -0.147 -3.847 -0.876
H -1.776 -7.922 -2.397
H 2.437 2.000 0.866
H -1.037 1.368 0.375
H 3.606 -4.267 2.650
H 2.234 -7.180 -3.910
H 0.875 -1.155 2.374
H 1.977 -0.230 -4.042
H -1.629 -3.948 1.074
H 2.554 -2.875 -9.684
H 0.410 -3.677 -8.209
H -0.610 -3.164 3.333
H 0.361 -9.104 -3.602
H 3.670 -0.782 -8.317
H 0.758 0.661 -5.034
H 2.588 -6.777 -1.120
H -0.687 -0.585 1.680
H 3.837 -5.536 1.446
H -3.295 -4.395 -8.554
H 1.380 -6.015 1.432
H 1.661 0.643 -0.955
H -1.506 -4.870 -6.605
H -3.660 -1.676 -8.632
H 0.154 0.379 2.911
H -2.426 -1.952 -3.028
H 1.942 1.542 2.511
H 2.166 -0.450 -6.091
H 2.459 -5.221 -5.072
H -3.436 1.081 -0.106
H 2.565 -3.443 -4.963
H 5.225 -7.420 -1.106
H -2.014 -0.648 -6.678
H 3.024 0.472 1.587
H 0.824 0.905 -3.259
H 1.774 -2.823 -0.707



# 4
Here is a molecular structure, C12H11N5ORhS2 at a distorted geometry from OMol25. Energies are from ωB97M-V/def2-TZVPD.

Its LUMO energy (alpha / beta) is -0.254 / -0.409 eV. The multiplicity is 2. The relative energy (zero: lowest compared OMol25 entry of this formula, charge and spin) is 32.6 kcal/mol. The highest occupied orbital energy (alpha / beta) is -7.3711 / -7.2821 eV.

CARTESIAN COORDINATES (ANGSTROEM)
Rh 0.253 -0.517 -0.066
S -1.630 -1.759 -0.029
S 0.933 -2.723 0.397
O 2.487 -0.625 -0.694
N 3.231 -1.568 -0.149
N 1.331 1.719 0.075
N -2.616 0.752 -0.012
N -1.260 1.017 -0.014
N -4.130 -0.942 0.023
C 2.082 4.406 0.090
C 2.612 2.074 0.105
C 4.838 -3.520 0.906
C 5.405 -2.371 0.345
C 3.473 -3.651 0.933
C 0.422 2.702 0.046
C -0.980 2.264 -0.004
C 4.574 -1.417 -0.173
C 3.030 3.400 0.111
C 0.742 4.050 0.058
C -2.833 -0.528 -0.023
C 2.639 -2.650 0.409
H 4.088 3.624 0.130
H -0.043 4.794 0.039
H 5.467 -4.297 1.317
H -4.330 -1.895 -0.222
H 2.373 5.448 0.098
H 6.473 -2.217 0.310
H -1.784 2.993 -0.007
H 3.309 1.252 0.114
H 2.998 -4.521 1.363
H -4.834 -0.252 -0.173
H 4.905 -0.504 -0.643



# 5
Here is a molecular structure, C4H6N3 at a distorted geometry from OMol25. Energies are from ωB97M-V/def2-TZVPD.

Its LUMO energy is -5.196 eV. The relative energy (zero: lowest compared OMol25 entry of this formula, charge and spin) is 171.2 kcal/mol. Its total charge is +1. The highest occupied orbital energy is -14.4216 eV.

CARTESIAN COORDINATES (ANGSTROEM)
N -3.478 -0.541 0.707
N -3.726 0.411 0.040
N -0.392 -0.705 -0.432
C -2.545 0.645 -0.671
C 0.626 0.272 -0.301
C -1.784 -0.363 -0.154
C 0.467 -0.688 0.813
H 1.585 0.424 -0.854
H -2.325 1.487 -1.253
H -0.391 -1.747 -0.705
H 1.110 -1.540 0.750
H -0.257 -0.414 1.602
H 0.159 1.298 -0.143



no.,electronic energy (Eh)
1,-1449.738396
2,-2615.388348
3,-2371.066283
4,-1719.770411
5,-319.758818